1.
DFT (ωB97M-V/def2-TZVPD) results for the molecule C3H3ClN4O.

- HOMO-LUMO gap: 10.26 eV
- Energy relative to the best compared isomer or geometry (same formula, charge and spin): 0.0 kJ/mol
- Highest occupied orbital energy: -10.0 eV
- SMILES string: Nc1nc(Cl)[nH]c(=O)n1
- Charge: 0

```
12
C3H3ClN4O, DFT ωB97M-V/def2-TZVPD
N 2.2489 -0.4790 0.6234
C 0.9634 -0.0767 0.2212
N 0.0451 -1.0925 0.2398
C -1.1430 -0.8638 -0.1545
Cl -2.3159 -2.1195 -0.1638
N -1.5029 0.3878 -0.4180
C -0.6868 1.4916 -0.3135
O -1.1624 2.5888 -0.3538
N 0.7076 1.1642 -0.1250
H 2.2948 -1.5102 0.8192
H 3.0251 -0.1410 0.1815
H -2.4740 0.6504 -0.5566
```

Here are the Mulliken charges for atoms 1 to 4, given in e:
1. N -0.42
2. C 0.65
3. N -0.53
4. C 0.50

2.
DFT (ωB97M-V/def2-TZVPD) results for a structure of composition C26H48ClInO3PS.

- HOMO-LUMO gap: 3.37 eV
- Highest occupied orbital energy: -1.1 eV
- Charge: -1

```
81
C26H48ClInO3PS, DFT ωB97M-V/def2-TZVPD
In -0.5853 -1.9515 -1.6265
P 0.4563 1.9817 -1.1635
Cl -2.2202 -2.0893 -3.3659
C 0.8789 0.9902 0.5227
H 0.2384 0.1029 0.3496
H 1.8935 0.6270 0.2989
C -1.2860 1.9190 -1.8841
C 1.4836 1.4604 -2.6829
C -1.7189 3.1334 -2.7295
H -1.2424 1.0407 -2.5564
C -3.0954 2.9267 -3.3994
H -1.7942 4.0319 -2.1013
H -1.0015 3.3787 -3.5221
C -4.1800 2.5211 -2.3929
H -3.4006 3.8491 -3.9168
H -3.0115 2.1493 -4.1725
C -3.7268 1.3763 -1.4698
H -4.4443 3.3969 -1.7822
H -5.0915 2.2259 -2.9297
C -2.3468 1.6271 -0.8262
H -4.4783 1.2298 -0.6814
H -3.6819 0.4428 -2.0540
H -2.4266 2.4800 -0.1345
H -2.0633 0.7577 -0.2142
C 0.8505 3.7245 -0.7721
C 2.9876 1.6847 -2.4483
H 1.2759 0.3721 -2.6947
C 3.8950 1.2007 -3.6056
H 3.1797 2.7593 -2.2908
H 3.2971 1.1760 -1.5262
C 3.4762 1.7426 -4.9797
H 4.9329 1.4956 -3.3924
H 3.8754 0.1013 -3.6381
C 1.9788 1.5573 -5.2461
H 3.7357 2.8088 -5.0460
H 4.0566 1.2338 -5.7603
C 1.0737 2.0057 -4.0791
H 1.7084 2.1112 -6.1570
H 1.7897 0.4976 -5.4642
H 1.0837 3.1073 -4.0688
H 0.0484 1.7111 -4.3392
C -0.1893 4.2011 0.2486
H 1.8231 3.6040 -0.2605
C 0.3649 5.4182 0.9858
H -1.1242 4.4712 -0.2672
H -0.4302 3.4046 0.9683
C 0.7446 6.5479 0.0164
H -0.3759 5.7690 1.7116
H 1.2494 5.1089 1.5609
C 1.6040 6.0719 -1.1639
H -0.1784 7.0022 -0.3704
H 1.2755 7.3339 0.5672
C 1.0598 4.8029 -1.8507
H 1.7109 6.8846 -1.8917
H 2.6172 5.8536 -0.8002
H 0.1180 5.0463 -2.3653
H 1.7723 4.4835 -2.6235
C -0.7288 1.2900 2.5147
C 0.6961 1.3625 1.9596
H -1.4716 1.9807 2.1249
C 1.6531 0.6019 2.9649
H 0.9734 2.4106 2.1977
C 1.1404 -0.4980 3.9087
H 2.5456 0.2251 2.4604
H 1.9850 1.4028 3.6415
C -0.2377 -0.2554 4.5017
H 1.1343 -1.4685 3.3924
H 1.8650 -0.5866 4.7379
C -1.2041 0.2268 3.3767
H -0.6111 -1.1915 4.9433
H -0.1906 0.4969 5.3006
H -1.3690 -0.6904 2.7639
H -2.1615 0.5371 3.8360
C -0.0452 -4.6407 0.9779
S 0.5963 -3.0104 0.6324
O 1.5248 -2.6611 1.6798
O 1.1798 -3.0503 -0.7546
O -0.6270 -2.0829 0.5503
H 0.7583 -5.3547 0.7653
H -0.9109 -4.8411 0.3432
H -0.3375 -4.6736 2.0338
```

Here are the Mulliken charges for atoms 1 to 4, given in e:
1. In 0.68
2. P 0.81
3. Cl -0.57
4. C -0.18